No. 1
Formula: C19H43InOP3S2
Source: the OMol25 dataset
Level of theory: ωB97M-V/def2-TZVPD

Calculated values
highest occupied orbital energy (alpha / beta)	-15.6 / -15.6	eV
charge	+3
electronic energy	-77129.8622	eV

Geometry as XYZ:
```
69
C19H43InOP3S2 ωB97M-V/def2-TZVPD
In 0.295 -0.746 0.508
P -0.698 1.960 1.893
P -2.263 -1.125 0.011
P 2.379 0.988 0.179
H 1.933 -2.414 -3.981
C 2.650 -2.065 -3.230
C 3.000 -2.835 -2.140
H 2.570 -3.835 -2.077
C -0.887 3.557 0.975
C -2.278 2.063 2.858
C 0.427 2.547 3.238
C -3.093 -2.413 -0.970
C -3.157 -1.114 1.603
C -2.655 0.472 -0.780
C 3.686 0.406 -0.934
C 3.108 0.759 1.837
C 2.416 2.808 -0.059
H 3.256 -1.200 -3.508
H 3.768 -2.496 -1.467
H -1.210 4.332 1.692
H -1.654 3.452 0.191
H 0.067 3.855 0.514
H -2.300 3.030 3.389
H -2.331 1.250 3.602
H -3.141 2.012 2.175
H -0.180 3.097 3.978
H 1.201 3.216 2.827
H 0.894 1.674 3.726
H -3.917 -2.797 -0.347
H -2.389 -3.230 -1.179
H -3.501 -2.058 -1.929
H -4.203 -0.876 1.360
H -2.762 -0.354 2.294
H -3.107 -2.104 2.085
H -3.737 0.635 -0.692
H -2.343 0.417 -1.831
H -2.118 1.312 -0.310
H 4.522 1.099 -0.796
H 3.378 0.399 -1.984
H 4.015 -0.602 -0.666
H 4.175 0.576 1.651
H 2.653 -0.123 2.318
H 2.947 1.672 2.427
H 3.403 3.037 -0.488
H 2.299 3.350 0.891
H 1.630 3.107 -0.771
C -0.418 -0.393 -3.150
C 0.088 0.857 -3.895
C -1.079 1.350 -4.693
C -1.959 0.463 -5.290
C -2.133 -0.871 -4.834
C -1.288 -1.297 -3.811
S 0.696 -1.061 -2.094
H 0.771 1.611 -3.434
H 0.853 0.339 -4.543
H -1.076 2.423 -4.947
H -2.633 0.769 -6.110
H -2.944 -1.493 -5.235
H -1.272 -2.349 -3.490
C 0.641 -3.903 3.464
S 0.104 -2.269 2.938
C 0.310 -1.227 4.386
O 1.374 -1.929 2.012
H 0.062 -4.206 4.340
H 1.721 -3.861 3.631
H 0.430 -4.575 2.627
H 1.365 -0.941 4.500
H -0.313 -0.323 4.296
H -0.046 -1.811 5.247
```

These are the natural (NBO) partial charges, in e, on atoms 1 to 2: atom 1 (In): 1.13, atom 2 (P): 0.81


No. 2
Formula: C36H41F7I2N4O5S2SiTi
Source: the OMol25 dataset
Level of theory: ωB97M-V/def2-TZVPD

Calculated values
highest occupied orbital energy (alpha / beta)	-0.2 / -1.9	eV
charge	-2
electronic energy	-142088.4545	eV
spin multiplicity	3

Geometry as XYZ:
```
99
C36H41F7I2N4O5S2SiTi ωB97M-V/def2-TZVPD
Ti 0.084 -1.092 -0.760
I -2.363 -2.847 -7.729
C -2.045 -2.793 -5.547
C -3.105 -2.516 -4.707
C -2.808 -2.286 -3.385
I -4.331 -1.913 -1.950
C -1.508 -2.297 -2.836
O -1.343 -2.058 -1.574
C -0.457 -2.588 -3.752
C 0.951 -2.748 -3.239
N 1.383 -1.596 -2.444
C 1.546 -0.378 -3.240
C 0.213 0.316 -3.273
C -0.299 0.887 -4.405
C -1.589 1.439 -4.411
C -2.337 1.267 -3.230
C -1.773 0.697 -2.126
N -0.460 0.272 -2.062
C -0.743 -2.806 -5.087
H -4.126 -2.506 -5.061
H 1.635 -2.904 -4.090
H 0.986 -3.637 -2.603
H 2.238 -1.831 -1.946
H 1.892 -0.601 -4.261
H 2.286 0.257 -2.749
H 0.304 0.897 -5.304
H -1.996 1.926 -5.284
H -3.370 1.583 -3.197
H -2.343 0.546 -1.218
H 0.066 -3.029 -5.774
F -1.121 -4.314 1.346
C -0.410 -5.124 0.559
F -0.376 -6.333 1.135
F -1.079 -5.258 -0.593
S 1.243 -4.285 0.175
O 0.690 -3.059 -0.397
O 1.854 -5.173 -0.774
N 2.032 -4.087 1.485
S 1.818 -2.602 2.199
O 1.758 -0.536 0.128
O 3.117 -2.321 2.787
C 0.896 -3.442 3.729
F 1.606 -3.464 4.872
F 0.522 -4.714 3.504
F -0.238 -2.758 3.989
C -0.639 1.314 4.871
C 0.382 1.037 3.757
C 1.697 0.618 4.414
C 0.486 2.249 2.852
C 1.241 3.323 3.290
C 1.313 4.506 2.576
C 0.524 4.634 1.453
C -0.275 3.597 0.981
C -1.152 3.980 -0.200
C -2.556 3.384 -0.180
C -0.429 3.672 -1.512
C -0.234 2.329 1.618
N -0.797 1.176 1.080
C -1.855 0.618 1.664
C -2.843 1.305 2.431
C -3.964 0.669 2.916
C -4.197 -0.681 2.686
C -3.243 -1.411 1.985
C -2.133 -0.764 1.518
F -1.111 -1.540 0.926
H -0.775 0.421 5.483
H -1.604 1.592 4.457
H -0.283 2.127 5.506
H 0.033 0.191 3.164
H 2.146 1.429 4.988
H 2.407 0.266 3.675
H 1.507 -0.201 5.106
H 1.792 3.241 4.217
H 1.938 5.322 2.916
H 0.515 5.577 0.917
H -1.277 5.071 -0.149
H -2.510 2.306 -0.112
H -3.089 3.655 -1.093
H -3.118 3.766 0.673
H -1.058 3.921 -2.369
H 0.493 4.251 -1.575
H -0.179 2.616 -1.553
H -2.693 2.361 2.614
H -4.682 1.236 3.500
H -5.092 -1.159 3.059
H -3.356 -2.473 1.820
C 2.810 2.016 -0.867
Si 3.088 0.336 0.017
C 4.081 0.902 1.542
C 4.443 -0.636 -0.969
H 3.732 2.383 -1.319
H 2.485 2.754 -0.134
H 2.039 1.989 -1.633
H 5.008 1.376 1.216
H 4.333 0.057 2.175
H 3.533 1.628 2.139
H 5.416 -0.171 -0.816
H 4.289 -0.708 -2.047
H 4.511 -1.650 -0.572
```

These are the Löwdin partial charges, in e, on atoms 1 to 2: atom 1 (Ti): 0.98, atom 2 (I): 0.64


No. 3
Formula: CH4SSi
Source: the OMol25 dataset
Level of theory: ωB97M-V/def2-TZVPD

Calculated values
highest occupied orbital energy (alpha / beta)	-9.3 / -9.3	eV
charge	0
electronic energy	-19808.8229	eV

Geometry as XYZ:
```
7
CH4SSi ωB97M-V/def2-TZVPD
C 0.729 -0.275 -0.767
Si -0.711 0.024 0.276
S 2.432 0.621 0.575
H 1.045 -0.488 -1.733
H -1.690 -0.727 -0.443
H -1.126 1.456 0.417
H -0.680 -0.612 1.675
```

These are the natural (NBO) partial charges, in e, on atoms 1 to 2: atom 1 (C): -0.40, atom 2 (Si): 0.82


In the order shown, the computed largest force on an atom values come out to 3.0 2.6 7.5 eV/A.